No. 1
Density functional theory data (ωB97M-V/def2-TZVPD) for a structure of composition Cl2HNS.

Properties
Frontier orbital gap (alpha / beta): 6.904 / 6.945 eV
HOMO level (alpha / beta): -6.7 / -10.3 eV
⟨S²⟩: 2.0094
Spin multiplicity: 3
E: -37380.574 eV

Geometry as XYZ:
```
5
Cl2HNS, DFT ωB97M-V/def2-TZVPD
N -0.23 -0.24 -0.31
S 1.12 0.17 0.78
Cl -1.55 0.86 -0.31
Cl -1.02 -1.80 0.02
H 1.67 1.01 -0.19
```

The computed Löwdin charges, all in e, follow:
1 N -1.27
2 S 0.60
3 Cl 0.45
4 Cl 0.34
5 H -0.11

---

No. 2
Density functional theory data (ωB97M-V/def2-TZVPD) for a structure of composition Cl2Hg3O16S2.

Properties
Frontier orbital gap: 3.443 eV
HOMO level: -9.3 eV
E: -91970.784 eV

Geometry as XYZ:
```
23
Cl2Hg3O16S2, DFT ωB97M-V/def2-TZVPD
Hg 25.05 2.26 -15.49
Hg 28.53 -0.95 -19.00
Hg 26.66 -1.46 -12.03
S 23.75 0.72 -12.69
O 22.51 -0.03 -12.77
O 23.97 1.42 -13.97
O 23.52 1.74 -11.63
O 24.81 -0.20 -12.31
S 25.20 -1.19 -20.18
O 25.87 -1.49 -21.48
O 24.27 -0.08 -20.32
O 24.55 -2.39 -19.67
O 26.28 -0.85 -19.21
Cl 26.77 -0.93 -15.89
O 26.29 0.33 -16.44
O 26.11 -2.07 -16.40
O 28.16 -0.96 -16.25
O 26.62 -0.76 -14.45
Cl 27.50 2.22 -12.50
O 28.85 2.75 -12.77
O 27.66 0.80 -12.22
O 26.78 2.86 -11.42
O 26.81 2.38 -13.75
```

The computed Löwdin charges, all in e, follow:
1 Hg 1.45
2 Hg 1.08
3 Hg 1.36
4 S 0.24
5 O -0.27
6 O -0.48
7 O -0.26
8 O -0.44
9 S 0.24
10 O -0.26
11 O -0.27
12 O -0.22
13 O -0.49
14 Cl 0.65
15 O -0.43
16 O -0.25
17 O -0.42
18 O -0.45
19 Cl 0.71
20 O -0.31
21 O -0.46
22 O -0.27
23 O -0.45

---

Computed values of molar mass (unit: g/mol) for the preceding records, in sequence: 117.99 992.79.